Record 1
Here is a single C22H24ClNO4P2S2 molecule from the Open Molecules 2025 dataset. Energies are from wB97M-V/def2-TZVPD.

- HOMO level: -7.83 eV
- LUMO: -0.4 eV
- SMILES: C#Cc1cc2c(c(P(C)O)c1CC(=O)Cl)N(P(CC)CC)c1cccc(S(C)(=O)=O)c1S2
- Energy: -3147.42899 hartree

Positions of all 56 atoms, in Å:
Cl -5.65269 3.69603 1.97774
S 2.44853 0.67047 0.97526
S 5.56370 0.00799 -0.32898
P -0.54785 -1.99671 0.34235
P -2.83549 0.31544 -1.26716
O 6.71797 -0.70786 -0.91264
O -4.13578 1.52508 1.69924
O -4.42500 0.90119 -1.13305
O 5.67602 1.44297 -0.69092
N 0.01333 -0.65569 -0.68495
C -4.26643 2.66941 1.35547
C 4.12878 -1.47955 -2.30829
C -1.84373 2.63645 0.39088
C 1.54305 -1.68688 -2.41781
C -1.24224 5.83936 2.35088
C 4.01918 -0.62356 -1.06908
C -0.34319 -2.57441 3.06913
C 2.62789 -0.34751 -0.53798
C 0.55484 2.76120 1.35301
C -0.21647 0.66244 -0.09274
C -1.54184 -4.37968 -0.82667
C -1.04847 4.72016 1.89114
C -2.29528 0.60547 -3.07693
C 1.37529 -0.85071 -1.16555
C 0.78811 1.43652 0.71281
C -0.79304 3.37956 1.19674
C -0.95254 -1.44006 2.09410
C 2.89892 -2.00550 -3.00325
C -1.99204 -2.88268 -0.47888
C 5.62596 -0.10443 1.50262
C -3.24937 3.33344 0.30528
C -1.59913 1.30393 -0.26065
H -3.23329 4.43582 0.56847
H 4.68754 -0.49786 1.98832
H -1.38319 -0.06507 -3.21228
H 0.77471 -2.69239 2.90157
H -1.62105 6.67273 3.00228
H 0.64866 -2.12111 -2.94640
H 2.94361 -2.66013 -3.92210
H -0.61517 -2.40567 4.15074
H -2.07523 -1.47420 2.22579
H -2.95023 -2.82145 0.11545
H -2.00764 1.68471 -3.23223
H -0.73476 -4.40526 -1.61416
H 1.35595 3.27542 1.96378
H -2.19328 -2.38203 -1.47923
H -0.47453 -0.46953 2.40829
H -3.15071 0.24641 -3.71676
H -1.11356 -4.84924 0.10972
H 6.48889 -0.78189 1.81172
H -4.60341 1.56147 -1.83628
H -3.64150 3.26838 -0.75271
H 5.89075 0.93403 1.87998
H -0.79825 -3.56578 2.73245
H 5.14177 -1.73976 -2.74491
H -2.41472 -4.98576 -1.21427

Force components x, y, z for each atom (eV/Å):
1.0163 -0.4908 -0.5570
-1.1914 -0.1389 -1.1308
2.9108 2.4914 -2.4188
1.2607 -1.5972 0.1485
-0.1457 -1.0978 0.1787
-2.1978 -0.3886 1.2917
-0.6180 2.2928 -0.1191
1.4583 0.8207 -1.1859
-1.3188 -1.9118 1.2438
0.8287 1.9601 1.3827
1.1148 -1.8501 -0.7955
-1.9776 0.2935 0.6469
1.3975 -0.1452 0.5840
2.5082 0.7644 0.8488
-0.6693 -1.0378 0.6665
-3.2649 -2.1327 -1.7853
-0.3222 -0.5601 -1.1854
-0.0234 -0.4530 -1.0331
-2.3004 -1.2554 -1.5048
-1.5120 3.2120 0.9530
-0.0790 0.2392 0.6710
-0.0129 -0.5386 -0.9344
0.1754 0.2592 0.8593
2.9250 -1.5742 -2.4216
-1.2388 0.0640 -0.5507
0.8323 -1.5545 -0.2466
-0.2484 -0.6616 0.9515
-0.7436 1.9277 3.1608
-0.3631 -0.0331 -1.2774
0.4209 -0.3616 1.0733
-0.2646 0.4194 0.4770
2.3901 2.4599 1.3404
0.3979 -1.3082 -0.3580
0.9048 0.5290 -0.7211
-1.1912 0.9210 0.1054
-1.3601 0.3557 0.4121
0.8898 -1.2250 -1.3039
0.9295 0.6616 0.8344
0.1596 0.9768 1.2854
0.3884 -0.0302 -1.2002
1.1849 0.6036 -0.0201
1.0307 -0.1668 -0.5654
-0.3776 -1.1602 -0.2312
-0.7940 0.2241 0.8683
-1.0576 -0.7846 -0.9624
0.1553 -0.3698 1.3813
-0.8367 -0.7580 -0.7122
0.9989 0.4904 0.5096
-0.5410 0.2543 -1.1309
-1.1559 0.7045 -0.8361
-0.0551 -0.3848 0.6051
0.1046 -0.0673 1.3844
-0.6429 -1.2035 -0.7372
0.5703 1.1236 0.6553
-1.3542 0.5089 0.8542
0.9044 0.6836 0.5516

Results of the Löwdin charge analysis, in e, for atoms 1 through 2: number 1, Cl, carries 0.58; number 2, S, carries 0.95

Record 2
Here is a molecular structure, C39H33N8O3V from the Open Molecules 2025 dataset. Energies are from wB97M-V/def2-TZVPD.

- HOMO level (spin up / spin down): -9.99 / -9.99 eV
- Total charge: +1
- LUMO (spin up / spin down): -3.8 / -5.0 eV
- Spin multiplicity: 4
- Energy: -3113.42978 hartree

Positions of all 84 atoms, in Å:
V -0.19024 -0.66802 -0.05723
O -0.17513 -2.36221 -0.49606
O -0.75558 -4.28363 0.46790
O 1.72289 11.09874 2.98755
N 1.76415 5.05830 1.06766
N 0.60728 3.29529 2.02849
N 0.09159 0.87728 1.26885
N -1.88722 0.61796 0.18443
N -0.16343 4.68260 -1.00427
N -0.55650 5.29827 1.71796
N 1.40926 0.33266 -0.70152
N -0.59227 -6.54393 -1.01139
C -0.91998 -10.70158 -1.30102
C 0.07987 -10.13912 -0.52248
C 0.74851 2.29200 2.98936
C 0.48299 1.04697 2.61102
C -1.74431 -8.51486 -1.89988
C 1.10316 1.51105 -0.01846
C -3.16599 0.68562 0.43400
C -0.13401 2.29494 -0.42403
C -0.06872 -5.74347 -1.96974
C -3.77424 1.76904 1.11277
C 3.74222 0.86542 -0.49371
C 0.34210 9.12409 3.26222
C -1.04935 1.69312 0.66232
C -1.83045 -9.91152 -1.99262
C 2.17132 2.47050 0.35537
C 0.59260 -3.54950 -2.83018
C 0.64666 5.77751 1.59027
C 0.11040 7.81103 2.88867
C -3.02026 2.86986 1.56614
C 1.40703 9.82191 2.69553
C 1.98759 7.88738 1.39388
C 0.87171 -5.49022 -4.18744
C -1.67511 2.86628 1.37355
C 0.10760 3.72000 0.00851
C -0.57170 3.88829 1.40307
C 0.36010 -6.29074 -3.20056
C -2.89863 -10.56610 -2.82684
C 0.91187 11.79064 3.92582
C -2.72648 -7.63329 -2.61955
C 0.92538 7.17387 1.95968
C 0.18512 -8.76311 -0.44376
C -0.32901 -3.75049 -0.52296
C 2.73503 0.03164 -0.85587
C 3.45198 2.13341 0.10125
C -0.71954 -7.96262 -1.12955
C 2.22714 9.19396 1.75492
C 0.99022 -4.10390 -4.01698
C 0.06586 -4.33928 -1.78968
C 1.42022 3.66349 0.86538
H 1.04352 2.54169 4.00272
H 4.26478 2.81672 0.31534
H -0.30344 9.58984 3.99168
H -2.75659 -11.64488 -2.85313
H 1.19271 -5.94678 -5.11517
H 0.60222 4.77235 -1.66214
H 3.03731 9.76013 1.31624
H 0.28645 -7.35947 -3.34699
H 0.96696 -8.29519 0.14092
H 1.39172 -3.48355 -4.80551
H 2.93428 -0.92467 -1.32336
H -3.51521 3.72040 2.01671
H -3.78259 -0.14598 0.11168
H 0.68338 -2.48387 -2.67925
H -0.12075 11.86017 3.57732
H 2.63780 5.28595 1.52229
H -0.35699 5.59452 -0.60817
H -0.45887 2.19218 -1.45683
H 0.93871 11.30530 4.90372
H 0.77804 -10.77095 0.00992
H -2.87197 -6.69341 -2.08891
H 1.33326 12.78755 4.00655
H -0.71242 7.26259 3.32598
H -0.77755 -6.12069 -0.11366
H -2.37621 -7.38607 -3.62560
H -4.84412 1.73466 1.25467
H -3.69348 -8.12058 -2.72409
H 2.61091 7.42448 0.63935
H -2.88967 -10.20009 -3.85488
H 0.57398 0.17517 3.24506
H -0.99926 -11.77926 -1.37547
H 4.76461 0.57823 -0.68365
H -3.89520 -10.37204 -2.42412

Force components x, y, z for each atom (eV/Å):
-0.2036 0.0258 -0.0750
-0.0271 -0.0921 -0.0143
-0.0289 -0.1311 -0.0182
0.0000 0.0009 0.0010
0.0183 0.0213 0.0097
0.1295 -0.0189 -0.0226
-0.1359 -0.2822 0.2292
-0.2645 0.0949 0.0674
-0.0219 0.0262 0.0912
0.0123 0.0270 0.0012
0.3772 0.3971 -0.0836
0.0015 -0.0353 0.1172
0.0160 -0.0009 0.0128
-0.0220 -0.0153 -0.0139
0.0094 -0.0564 -0.0147
0.0360 0.0001 -0.0159
0.0006 -0.0472 -0.0005
0.4611 0.0539 -0.1895
-0.0233 -0.0837 -0.0522
-0.3530 -0.1284 0.1990
0.0020 0.0002 -0.1095
0.0375 0.0340 0.0112
0.0726 -0.0329 -0.0179
-0.0118 -0.0062 0.0040
0.1319 -0.1030 -0.1746
0.0179 0.0082 -0.0223
0.0002 -0.1437 -0.1043
-0.0217 -0.0816 0.0529
-0.0530 -0.0414 -0.0168
0.0124 0.0150 0.0065
-0.0697 0.0118 0.0142
0.0268 0.0025 -0.0171
-0.0245 -0.0365 -0.0013
0.0020 0.0038 -0.0062
0.0983 0.0353 -0.0383
-0.0508 0.0197 -0.0168
-0.1235 -0.0264 -0.0961
-0.0313 0.0029 0.0338
-0.0243 -0.0029 -0.0049
-0.0127 0.0115 0.0088
0.0018 0.0434 -0.0063
0.0030 0.0364 0.0201
-0.0048 0.0118 0.0093
0.0882 0.6381 0.0788
-0.0542 -0.2292 -0.0153
-0.0263 0.0353 0.0614
0.0166 0.0189 -0.0097
-0.0022 0.0130 0.0057
0.0181 0.0389 -0.0401
-0.0434 -0.2213 0.0947
-0.0936 0.0895 0.1852
-0.0050 0.0342 -0.0067
-0.0087 0.0169 0.0050
0.0012 -0.0011 0.0000
0.0000 -0.0006 0.0016
0.0045 0.0157 -0.0061
-0.0221 -0.0388 -0.0275
-0.0002 -0.0001 -0.0004
0.0037 0.0029 0.0004
-0.0028 0.0064 -0.0037
0.0017 -0.0133 -0.0068
0.0369 0.0106 0.0121
0.0134 0.0058 -0.0014
0.0359 -0.0161 -0.0122
0.0017 0.0101 -0.0048
0.0024 -0.0021 -0.0025
0.0107 -0.0113 -0.0113
0.0280 0.0114 -0.0297
-0.0118 0.0403 -0.0050
0.0046 -0.0038 -0.0023
0.0000 -0.0016 0.0003
0.0152 -0.0019 0.0006
0.0020 -0.0008 -0.0019
-0.0011 -0.0113 -0.0082
0.0048 0.0185 -0.0250
0.0031 -0.0148 -0.0164
-0.0002 0.0295 0.0167
-0.0045 0.0045 0.0129
0.0074 0.0069 0.0004
0.0084 0.0097 0.0035
0.0045 0.0111 0.0100
0.0055 -0.0014 0.0020
-0.0061 -0.0175 -0.0112
0.0036 0.0015 0.0003

Results of the Löwdin charge analysis, in e, for atoms 1 through 2: number 1, V, carries 1.22; number 2, O, carries -0.22

Record 3
Here is a single C5H6BrN molecule from the Open Molecules 2025 dataset. Energies are from wB97M-V/def2-TZVPD.

- HOMO level: -9.01 eV
- LUMO: 0.8 eV
- SMILES: C/C=C(\Br)[C@H]1C=N1
- Energy: -2822.72006 hartree

Positions of all 13 atoms, in Å:
Br 2.32202 -0.82523 0.38816
N -0.74851 2.33205 0.27596
C -0.54643 -2.17594 -0.24408
C 0.63816 -0.13093 0.22386
C 0.07118 2.41576 -0.69992
C 0.55787 1.71162 0.53593
C -0.53113 -0.70546 -0.04601
H 1.00311 2.17869 1.37970
H -0.13405 -2.69103 0.71282
H -1.49353 -0.22876 0.36856
H -1.53221 -2.51407 -0.29419
H 0.30828 3.07502 -1.49595
H 0.08525 -2.44172 -1.10485

Force components x, y, z for each atom (eV/Å):
0.5886 -0.4762 -0.2609
-0.2654 -0.1828 -1.9236
1.7466 -0.6396 1.4502
-1.8204 5.6566 1.1187
0.3664 -0.0867 4.2336
-0.8504 -3.7022 -2.8939
-0.0322 0.0738 2.1515
1.1738 -0.1801 0.4251
-0.3422 0.7321 -1.6023
1.6030 -0.1983 -1.3937
-1.5158 -0.7820 -0.6944
-0.2186 0.0804 -0.9209
-0.4335 -0.2950 0.3105

Results of the Löwdin charge analysis, in e, for atoms 1 through 2: number 1, Br, carries 0.76; number 2, N, carries 0.09

Record 4
Here is a molecular structure, C2HErFO2 from the Open Molecules 2025 dataset. Energies are from wB97M-V/def2-TZVPD.

- HOMO level (spin up / spin down): -11.65 / -11.67 eV
- Total charge: +1
- LUMO (spin up / spin down): -7.2 / -7.1 eV
- Spin multiplicity: 4
- Energy: -1341.91138 hartree

Positions of all 7 atoms, in Å:
Er 1.87297 1.73124 0.95964
F 0.17638 2.05268 2.10263
O -1.89250 -0.51064 -1.90936
O 1.11184 -0.04920 -0.16796
C -1.05859 -0.63060 -1.08823
C -0.08199 -0.81274 -0.20633
H -0.12812 -1.78073 0.30960

Force components x, y, z for each atom (eV/Å):
-4.7212 -3.2211 -0.3457
2.9006 -0.1992 -1.6325
1.3204 -0.1218 1.7139
0.3148 2.6779 1.8526
-0.6051 0.4369 -1.5837
0.5758 -0.2075 -0.0326
0.2148 0.6348 0.0280

Results of the Löwdin charge analysis, in e, for atoms 1 through 2: number 1, Er, carries 1.98; number 2, F, carries -0.51

Record 5
Here is a single C21H30FN3O4 molecule from the Open Molecules 2025 dataset. Energies are from wB97M-V/def2-TZVPD.

- HOMO level: -8.97 eV
- LUMO: 0.5 eV
- SMILES: CCOC(=O)CCNC(=O)N1CCC(CCC(=O)NCc2ccc(F)cc2)CC1
- Energy: -1383.40313 hartree

Positions of all 59 atoms, in Å:
F -4.43119 -4.90033 1.15378
O 1.34195 -2.16156 -2.92685
O -0.73132 1.30121 2.95456
O 0.96532 3.48123 1.38061
O 0.22549 0.36460 1.15269
N -0.39998 3.11799 -0.38601
N 1.92068 3.21573 -0.65151
N 0.10937 -1.32591 -1.23523
C 3.20533 2.90561 -0.05168
C 3.42570 1.39135 -0.08398
C -0.65958 1.00942 1.67421
C 0.84591 3.24874 0.18913
C -1.84409 1.56207 0.91355
C 0.37581 0.98115 3.80479
C -2.06530 -2.40582 -1.09343
C -1.64273 -3.69745 -0.79612
C -2.43115 -4.54402 -0.04125
C -4.10020 -2.80415 0.13506
C 0.99253 2.26434 4.33598
C -1.54748 3.01322 0.47741
C 2.49541 -1.50574 -0.91845
C 2.02185 1.29653 -2.15304
C -1.16500 -1.50396 -1.89463
C 1.87163 2.81512 -2.04097
C -3.29489 -1.96942 -0.62033
C 3.34815 0.86493 -1.52163
C 1.27702 -1.69932 -1.80481
C 3.56948 -0.65141 -1.60156
C -3.65295 -4.08127 0.41470
H 2.71100 3.30715 -2.54483
H -5.05911 -2.47755 0.50523
H -1.64749 -0.53261 -2.05891
H -0.94077 -1.95263 -2.86865
H -0.02402 0.36149 4.61310
H 2.91097 -2.50195 -0.74876
H -3.63816 -0.97071 -0.84923
H 2.20627 -1.08718 0.04321
H -0.46837 2.62036 -1.25847
H 1.19872 0.82403 -1.61829
H 3.61337 -0.95086 -2.65134
H 1.98089 0.98288 -3.19716
H 0.27988 2.79306 4.96306
H 4.39546 1.14916 0.35333
H -2.72042 1.55762 1.55945
H -2.11637 -5.54848 0.19316
H 0.95618 3.17466 -2.51352
H -0.68706 -4.03621 -1.16672
H 0.10987 -0.90549 -0.31363
H 4.53857 -0.87451 -1.14936
H 3.19590 3.27442 0.97438
H 1.26375 2.90363 3.49948
H -2.41884 3.41631 -0.04556
H 1.10603 0.40475 3.22893
H 1.87841 2.03082 4.91924
H 3.98604 3.42655 -0.61358
H -1.33892 3.61990 1.36133
H -2.02223 0.93885 0.03546
H 4.16038 1.33485 -2.09224
H 2.64667 0.93104 0.52534

Force components x, y, z for each atom (eV/Å):
0.0558 0.0400 -0.0428
0.2126 -0.1801 -0.4164
-0.2844 0.2410 0.2695
-0.0491 -0.0959 0.4662
0.1533 -0.0129 0.0484
0.0312 -0.1193 -0.2749
0.1972 0.1552 -0.0502
-0.3028 -0.0203 0.1513
0.1199 -0.1463 0.4787
0.1232 0.2371 -0.2612
-0.4345 -0.2422 -0.4756
-0.0533 0.3759 -0.4410
0.2525 0.2758 0.0659
0.6478 -0.1213 0.2729
-0.0698 0.1205 -0.0038
-0.1359 0.0965 0.0069
-0.1432 -0.0475 0.0839
-0.0946 -0.2863 0.1629
-0.2701 -0.1743 -0.2535
-0.2078 -0.0765 0.2246
0.1605 0.0195 -0.2874
0.2825 0.2901 -0.1104
0.1310 -0.0653 -0.1779
-0.2593 -0.2930 -0.1716
0.1783 -0.1036 -0.1004
-0.0943 -0.2513 0.1507
-0.0316 0.1187 0.4775
-0.0249 0.1537 -0.0100
0.0071 0.1641 -0.0655
-0.1190 0.0046 -0.0292
-0.1019 0.0006 0.0569
-0.0034 -0.0901 -0.0429
-0.0949 0.1690 0.1085
0.0330 0.0450 -0.1644
-0.0854 0.0023 0.0396
-0.0108 0.1223 -0.0316
-0.0140 -0.0335 0.1000
0.0952 0.0428 -0.0046
-0.1040 0.0052 -0.0199
0.0841 -0.0563 0.0163
-0.0523 -0.0613 -0.0609
-0.0329 0.0807 0.1117
0.0600 -0.0549 0.0525
-0.0548 -0.0440 -0.0237
0.0089 -0.1099 0.0367
0.0764 0.0483 -0.0072
0.1296 -0.0584 -0.0262
0.1015 0.0061 -0.0633
0.0275 -0.0305 -0.0384
0.0875 0.0157 -0.1660
0.0707 0.0206 0.0336
0.0518 -0.0174 0.1188
-0.1718 0.0513 0.1375
0.0918 -0.0343 0.1152
-0.0156 0.0027 0.0186
-0.1466 -0.0282 -0.1426
0.0173 -0.0370 0.0626
-0.0173 0.0225 -0.0040
-0.0076 -0.0362 0.0993

Results of the Löwdin charge analysis, in e, for atoms 1 through 2: number 1, F, carries 0.05; number 2, O, carries 0.05